# 1
{
  "formula": "C10H27PSi2",
  "method": "the ωB97M-V functional and the def2-TZVPD basis",
  "elements": ["C", "Si", "C", "C", "C", "Si", "C", "C", "C", "P", "C", "C", "C", "H", "H", "H", "H", "H", "H", "H", "H", "H", "H", "H", "H", "H", "H", "H", "H", "H", "H", "H", "H", "H", "H", "H", "H", "H", "H", "H"],
  "coordinates": [[2.02237, 1.99099, 0.80242], [0.87101, 0.70051, 1.48507], [-0.20100, 1.52692, 2.81082], [1.95656, -0.57522, 2.35533], [-0.00422, -0.13121, 0.07125], [0.87654, -0.98307, -1.32400], [0.61624, -0.02993, -2.92849], [0.22587, -2.79592, -1.38431], [2.71047, -1.13353, -1.11456], [-1.80408, 0.22751, -0.15357], [-2.59460, -0.60926, -1.57450], [-2.02190, 2.05448, -0.38305], [-2.70137, -0.37624, 1.33855], [2.17414, 2.76353, 1.56020], [3.01772, 1.59484, 0.63190], [1.65047, 2.47693, -0.08892], [0.29222, 2.39726, 3.23122], [-1.22428, 1.78354, 2.55097], [-0.23696, 0.75863, 3.55657], [2.10193, -0.33779, 3.39527], [2.90500, -0.77599, 1.83958], [1.36736, -1.48241, 2.31945], [0.03569, 0.86841, -2.66657], [-0.00966, -0.66595, -3.56058], [1.56203, 0.25848, -3.46101], [0.80301, -3.42696, -2.05657], [-0.80812, -2.71765, -1.72981], [0.29973, -3.22074, -0.39462], [3.03284, -1.47389, -0.13992], [3.23503, -0.21586, -1.33830], [3.12965, -1.88156, -1.79867], [-2.03777, -0.38809, -2.47856], [-2.76973, -1.67570, -1.41886], [-3.55915, -0.06928, -1.64421], [-2.48634, 2.39170, 0.52985], [-1.11627, 2.60332, -0.52082], [-2.70997, 2.18685, -1.21878], [-3.74818, -0.07533, 1.33575], [-2.61234, -1.44652, 1.28168], [-2.23996, -0.09586, 2.28282]],
  "e_homo_ev": -6.6,
  "total_charge": 0,
  "energy_ev": -35852.866,
  "homo_lumo_gap_ha": 0.265,
  "smiles": "C[Si](C)(C)C([Si](C)(C)C)=P(C)(C)C"
}

***

# 2
{
  "formula": "C22H35NO7P2RhSi2",
  "method": "the ωB97M-V functional and the def2-TZVPD basis",
  "elements": ["Rh", "C", "Si", "C", "N", "C", "C", "C", "C", "C", "C", "C", "C", "C", "C", "C", "C", "C", "C", "C", "C", "C", "H", "H", "H", "H", "H", "H", "H", "H", "H", "H", "H", "H", "H", "H", "H", "H", "H", "H", "H", "H", "H", "H", "H", "H", "O", "P", "O", "O", "O", "P", "O", "O", "O", "H", "H", "C", "Si", "C", "C", "H", "H", "H", "H", "H", "H", "H", "H", "H"],
  "coordinates": [[1.01856, -0.12233, 1.65162], [-0.21615, -1.89938, 0.88952], [-0.58217, -1.18632, -0.78179], [-0.67673, 0.73298, -0.82199], [0.29970, 1.57882, -0.10706], [1.48919, 1.94233, -0.92693], [1.43313, 3.35904, -1.50923], [0.01956, 3.72479, -1.94263], [-0.91804, 3.68855, -0.72458], [-0.33953, 2.80342, 0.38621], [-2.46573, -1.53724, -0.99740], [-3.36210, -0.99426, -0.06957], [-4.72350, -1.25414, -0.11603], [-5.23596, -2.08232, -1.10736], [-4.36963, -2.64182, -2.03400], [-3.00671, -2.37129, -1.97357], [0.15155, -1.98125, -2.31182], [0.98643, -3.09164, -2.28067], [1.46399, -3.66454, -3.45011], [1.12202, -3.12668, -4.68045], [0.29792, -2.01006, -4.73690], [-0.18083, -1.45009, -3.56186], [0.39781, -2.79317, 0.93682], [-1.02070, -1.91589, 1.62596], [-1.66064, 0.95197, -0.40138], [-0.75979, 1.02339, -1.87970], [1.57755, 1.20677, -1.72327], [2.38331, 1.82963, -0.31592], [2.13151, 3.41090, -2.34656], [1.78391, 4.08990, -0.77345], [-0.31660, 3.00976, -2.69814], [-0.00459, 4.70732, -2.41846], [-1.91069, 3.33986, -1.01631], [-1.05094, 4.69443, -0.31535], [-1.11477, 2.52744, 1.09979], [0.41782, 3.35590, 0.94573], [-2.99123, -0.35622, 0.72906], [-5.38302, -0.81481, 0.62352], [-6.29798, -2.29096, -1.15230], [-4.75179, -3.29522, -2.80977], [-2.35346, -2.82812, -2.70925], [1.30172, -3.50136, -1.32824], [2.13216, -4.51473, -3.39601], [1.50972, -3.56505, -5.59210], [0.03326, -1.57397, -5.69294], [-0.83586, -0.58579, -3.62697], [2.15850, -2.19013, 2.81295], [3.60150, -1.58013, 2.32448], [4.71274, -2.16040, 3.08195], [3.24616, -0.10056, 2.30698], [3.66397, -2.05253, 0.78126], [3.30890, -1.12733, -0.52089], [4.21801, 0.17208, -0.26280], [3.70289, -1.82466, -1.74823], [1.84956, -0.70998, -0.35356], [2.10964, -3.14751, 2.73863], [4.06763, 0.45087, 0.66272], [0.69873, 3.05920, 3.85949], [0.04880, 1.32945, 3.44674], [-1.84325, 1.33264, 3.59835], [0.71065, 0.12986, 4.76577], [0.41732, 3.33678, 4.88148], [0.30276, 3.82841, 3.19445], [1.78799, 3.07858, 3.79558], [-2.14374, 1.65082, 4.60311], [-2.23098, 0.32179, 3.44744], [-2.34682, 1.99100, 2.88944], [0.34450, 0.44858, 5.74989], [1.80105, 0.13596, 4.77807], [0.39178, -0.90137, 4.60854]],
  "e_homo_ev": [-4.0, -6.2],
  "total_charge": -1,
  "energy_ev": -76553.723,
  "homo_lumo_gap_ha": [0.239, 0.283],
  "spin_multiplicity": 5
}

***

# 3
{
  "formula": "C4H10N4O4",
  "method": "the ωB97M-V functional and the def2-TZVPD basis",
  "elements": ["C", "C", "C", "C", "N", "N", "N", "N", "O", "O", "O", "O", "H", "H", "H", "H", "H", "H", "H", "H", "H", "H"],
  "coordinates": [[-0.61832, 0.92437, -1.69998], [0.34039, -0.95847, 1.59128], [-0.58712, 0.71209, -0.19287], [0.51850, -0.18784, 0.32564], [-0.53758, 1.96445, 0.49885], [0.87749, -2.06252, -1.13232], [-1.88603, 0.03304, 0.19096], [1.86777, 0.24666, 0.07149], [-2.17210, -0.96347, -0.42250], [2.02412, 1.26618, -0.57269], [-2.50753, 0.50055, 1.10610], [2.76692, -0.40988, 0.54288], [0.33256, 1.32227, -2.03863], [-1.40548, 1.63670, -1.93362], [-0.80884, -0.01876, -2.20324], [0.18576, -0.28457, 2.44182], [-0.51402, -1.63272, 1.54142], [1.24377, -1.53563, 1.79134], [-0.59820, 1.88913, 1.50578], [0.24655, 2.53129, 0.20338], [-0.10140, -2.33159, -1.18246], [1.33278, -2.64129, -0.43263]],
  "e_homo_ev": [-9.5, -10.4],
  "total_charge": 0,
  "energy_ev": -18452.264,
  "homo_lumo_gap_ha": [0.307, 0.322]
}

***

# 4
{
  "formula": "C5H8N",
  "method": "the ωB97M-V functional and the def2-TZVPD basis",
  "elements": ["C", "C", "C", "N", "C", "C", "H", "H", "H", "H", "H", "H", "H", "H"],
  "coordinates": [[-2.04148, -0.94400, 0.00786], [-2.06407, 0.38383, -0.08348], [-0.81331, 1.15130, 0.23126], [0.39036, 0.97598, -0.18176], [1.43395, 0.42863, -0.55297], [2.25511, -0.59162, 0.14020], [-2.97937, -1.44688, 0.02666], [-1.08717, -1.43849, 0.19183], [-3.01876, 0.99316, -0.28067], [-1.02742, 2.14975, 0.62936], [1.80477, 0.67237, -1.49468], [1.63195, -0.79600, 1.04475], [2.46768, -1.49772, -0.45690], [3.04776, -0.04032, 0.77854]],
  "e_homo_ev": -15.1,
  "total_charge": 1,
  "energy_ev": -6795.330,
  "homo_lumo_gap_ha": 0.368,
  "smiles": "C=CC=[N+]=CC"
}